Entry 1:
Molecular formula: C74H144N6O16
Method: DFT, ωB97M-V/def2-TZVPD

XYZ file:
```
240
Properties=species:S:1:pos:R:3:forces:R:3:lowdin_charge:R:1
C 7.088 -5.380 -0.164 -0.411 -1.160 -1.543 -0.5181
H -0.753 -6.839 -0.634 -0.013 0.102 0.003 0.0661
H 8.709 -4.255 0.450 0.233 0.211 0.033 0.0875
C 9.504 -8.189 -1.553 -0.496 -0.027 0.080 -0.0397
H 1.851 -0.131 0.210 -0.134 -0.279 -0.065 0.0806
C -0.018 -9.597 3.271 -1.008 0.298 -0.003 -0.0446
H -0.705 -10.404 3.523 -0.649 0.371 -0.025 0.0792
H -5.349 -1.570 6.413 0.018 0.303 0.237 0.1281
C 7.064 -1.336 5.483 -1.227 -0.258 1.465 -0.1532
C 5.105 0.873 4.154 -1.349 -1.367 0.033 -0.0421
O -3.981 -1.753 4.974 2.134 3.137 2.143 0.0595
H -9.350 -2.099 -9.468 0.534 0.058 -0.010 0.1170
C -9.373 -3.166 -7.600 2.181 -0.153 0.043 -0.4658
H 2.654 7.346 -4.023 -0.491 -0.163 1.346 0.1303
H -4.069 0.525 -1.302 0.110 0.300 -0.053 0.0805
N -9.364 -2.935 -6.112 -1.769 1.357 -1.895 -0.1097
O -3.076 -3.070 3.536 -0.488 -0.439 -0.390 0.1167
C -2.022 9.876 2.089 -0.699 -1.390 0.874 -0.4837
C -3.575 10.049 2.250 0.388 1.441 0.508 -0.0257
H -10.429 -4.362 -9.086 0.145 0.414 -0.122 0.0854
H -10.429 -5.150 -7.574 0.774 0.060 0.355 0.0799
H -3.711 11.130 2.272 -0.435 0.193 -0.481 0.0619
H 1.478 4.472 -6.391 -0.251 0.111 0.011 0.1201
H -2.582 -9.892 -0.930 0.201 -0.578 1.111 0.1138
H 2.057 5.594 -3.569 0.590 0.488 0.504 0.1306
H 4.354 -3.148 7.982 0.179 0.130 0.179 0.0878
C -9.526 -1.838 -8.424 -0.373 -0.586 1.060 -0.1195
C -0.119 5.057 6.467 0.619 1.031 -2.724 -0.5013
C -1.966 1.288 -1.145 0.006 -0.996 -0.135 -0.4452
H -1.955 0.390 -3.116 -0.292 -0.121 0.099 0.1189
C -1.436 3.428 7.357 -0.030 -2.192 -0.632 -0.1591
H 7.234 -3.468 0.909 -0.370 0.006 -0.300 0.0890
C 8.109 -7.686 -1.032 0.314 -1.402 0.059 -0.4861
H 4.995 -0.053 3.590 0.471 -0.466 0.219 0.0622
H -1.796 3.500 -0.959 0.776 -0.216 0.014 0.0678
H 4.563 2.661 6.331 -0.387 -0.375 -0.596 0.0694
H 0.303 -8.755 -0.851 -0.305 0.652 -0.204 0.0980
H 4.149 -3.328 5.498 -0.783 -0.372 0.049 0.0829
C 7.707 -4.017 0.095 0.851 -0.293 -0.357 -0.0326
H 5.081 -6.191 -0.821 -0.117 0.204 0.857 0.0800
C -10.433 -4.154 -8.016 -1.263 -0.553 0.223 -0.0571
H 7.229 -9.349 -2.282 0.217 0.001 0.264 0.0796
H 5.935 7.892 4.065 1.427 -0.100 -0.600 0.1371
O 5.623 5.902 0.221 -0.792 2.432 2.634 0.0690
C -1.064 -0.221 -9.109 4.603 1.197 0.850 -0.3980
C 6.967 0.188 5.709 0.350 -0.105 -0.856 -0.1388
N 4.684 -0.156 6.501 0.778 1.178 0.517 -0.1034
C 3.987 -2.153 7.730 -0.489 0.463 0.497 -0.0502
H 4.058 1.175 4.182 0.037 0.767 -0.248 0.0791
H 7.483 0.699 4.896 0.175 0.035 -0.120 0.1113
O -0.133 0.351 -8.478 -4.091 -2.042 -1.995 0.0596
H -2.422 3.335 7.811 0.032 1.100 0.192 0.1240
C -1.582 10.212 0.674 -0.752 0.771 -0.453 -0.1494
H -3.157 0.088 0.158 -0.378 -0.099 0.080 0.0692
C 5.314 6.656 1.164 0.275 -2.793 -2.049 -0.4658
H -5.211 -0.091 5.421 0.735 -0.081 -0.019 0.1282
C -5.522 -2.981 3.908 -1.441 0.507 -1.499 -0.0622
H -4.262 -7.771 -0.464 0.294 -0.283 -0.269 0.0818
H 5.834 -7.866 0.737 0.091 -0.174 -0.282 0.0874
H -6.503 -0.935 3.775 0.138 -0.488 -0.573 0.1159
H -2.723 2.008 -3.066 -0.589 -0.376 0.316 0.1248
H 5.986 2.314 7.123 0.497 -0.303 0.046 0.0758
C -2.219 -8.069 0.404 -0.518 -1.056 -0.973 -0.4273
C 5.733 -5.319 -0.883 -0.179 1.010 -1.674 -0.0307
C 0.010 -9.986 0.784 -0.963 0.127 0.888 -0.1277
H -3.299 2.977 -0.581 -0.419 -0.624 0.246 0.0771
H -8.006 -4.218 -9.006 -0.289 0.107 -0.214 0.0779
H 1.385 11.414 3.439 -0.135 -0.376 -0.448 0.0710
H 6.757 -7.938 2.190 0.118 0.037 0.083 0.1023
C -9.248 -1.500 -4.153 0.059 0.014 -0.144 -0.0426
C -3.090 0.233 -0.921 0.412 0.367 1.279 -0.0474
H -0.612 -10.842 1.047 -0.035 -0.250 0.157 0.1143
H -1.311 -6.175 0.884 -0.108 0.425 -0.234 0.0617
N 8.020 -6.221 -0.979 1.452 0.105 1.303 -0.1096
H 0.352 -6.942 2.629 -0.104 0.104 -0.026 0.0731
C 3.942 7.124 1.597 0.753 -0.746 0.744 -0.0596
C 6.219 -2.031 6.596 -1.011 0.567 -1.470 -0.1138
H 8.046 -1.802 5.550 0.273 0.579 -0.276 0.1064
H -7.040 -3.002 -4.801 0.234 0.007 0.018 0.0835
O 3.379 0.360 6.630 -0.442 -0.102 -0.376 -0.0208
H -7.125 -2.027 4.992 -0.040 0.185 0.003 0.1130
O -2.156 -7.636 2.799 0.155 -0.342 -0.528 -0.0012
C -8.626 -0.727 -7.875 0.405 -0.348 -1.331 -0.1994
C 1.087 2.403 -0.319 1.442 -0.480 -0.283 -0.0298
H -4.157 -9.145 0.712 0.386 -0.194 -0.400 0.0828
C -0.662 11.998 2.984 -1.257 -0.111 -1.292 -0.4963
H 1.041 -10.302 0.937 0.113 0.234 -0.207 0.1146
H -7.586 -0.935 -8.125 0.123 -0.126 -0.048 0.0969
C -2.912 -1.563 -9.795 0.215 0.115 0.086 -0.1458
C 5.519 0.716 5.640 0.577 0.530 -0.436 -0.4753
H 2.915 -2.263 7.565 -0.046 0.077 -0.121 0.0794
H 7.943 -9.343 0.406 -0.004 0.045 -0.163 0.1177
O 8.359 -5.628 -2.204 -0.719 -0.059 -0.507 -0.0140
H 5.803 -5.231 -1.967 1.105 -0.474 -0.410 0.0743
C 4.197 7.532 3.064 -1.211 -0.217 -0.572 -0.1647
N -1.712 -8.467 1.753 -0.738 -1.647 -0.594 -0.1221
H -0.677 8.157 2.099 0.271 0.042 0.432 0.0724
H -0.917 9.607 4.523 -0.153 -0.249 0.831 0.0998
O -1.621 10.237 4.356 0.447 0.296 0.396 -0.0166
H 6.602 -1.610 4.534 0.270 0.129 -0.226 0.0935
H 2.901 -2.035 5.206 0.226 0.078 0.217 0.0920
H 1.218 13.085 3.555 -0.691 0.409 0.231 0.0881
H 2.496 0.054 -1.435 0.368 0.513 0.263 0.0787
H -9.144 -2.275 -3.395 0.132 -0.474 -0.396 0.0777
H -0.678 2.146 -4.292 0.077 -0.557 -0.166 0.1140
H -6.718 -1.247 -4.766 0.325 -0.092 -0.120 0.0821
C -4.073 -2.643 4.059 0.544 -2.061 -1.453 -0.5419
H 7.468 0.561 6.602 -0.119 -0.482 0.359 0.1135
H -2.590 13.003 2.856 -0.423 -0.912 -0.014 0.0619
H 0.606 11.725 1.274 0.363 0.493 0.005 0.1077
H -1.757 -2.230 -11.519 0.536 0.033 0.167 0.1237
H -7.194 -2.993 -8.082 -0.183 0.122 0.030 0.0521
N -1.212 10.620 3.070 0.833 -0.077 -0.946 -0.1177
H 6.102 -8.476 -1.211 -0.034 -0.263 -0.033 0.0600
N -0.683 0.628 -0.616 -1.862 0.453 -4.117 -0.1495
H -3.935 -1.659 -10.158 -0.100 0.698 0.108 0.1111
H -0.318 13.324 1.353 0.742 0.015 -0.119 0.1113
C -2.266 2.651 -0.464 -0.123 0.055 -0.512 -0.0211
H -2.312 -6.024 -0.584 -0.215 -0.199 0.126 0.0839
C 5.627 7.948 3.021 -1.643 1.681 -0.383 -0.1893
H -1.970 7.994 3.351 0.042 0.248 -0.060 0.0753
H 8.936 -7.948 0.897 0.020 -0.142 0.347 0.1102
H -9.753 -0.037 -6.314 -0.280 -0.177 0.600 0.1203
C 6.906 -6.029 1.165 -1.053 -2.311 1.294 -0.1509
H -1.454 14.022 3.238 0.789 0.312 1.191 0.0813
H 0.735 -7.172 0.910 -0.278 0.014 0.011 0.0577
O -0.731 4.648 7.555 -0.927 0.025 1.810 0.0568
H -0.673 9.653 0.455 0.048 0.049 -0.212 0.1167
H -0.642 -0.466 0.915 -0.048 -0.239 -0.167 0.1139
H -3.025 0.508 -9.216 -0.052 0.232 0.259 0.1320
H 1.695 -7.903 2.120 -0.066 -0.524 0.208 0.0782
C 1.635 5.549 -6.448 -1.135 1.400 0.638 -0.0569
H 6.648 -7.737 -2.663 0.203 0.037 -0.214 0.0769
C -1.816 -9.159 -0.677 0.644 1.333 -1.247 -0.1380
H -0.044 -10.282 -1.396 -0.531 -0.526 0.138 0.1150
C -0.333 12.241 1.473 -0.665 -0.660 -0.293 -0.1267
H 0.532 11.921 4.794 -0.125 0.680 0.228 0.0798
H -1.553 2.259 5.395 -0.026 -0.263 0.684 0.1180
C 0.658 -7.669 1.877 -0.033 -0.403 -0.526 -0.0366
C -0.672 2.045 -3.206 0.226 0.901 0.493 -0.2124
C 0.565 1.365 -2.681 0.241 0.377 1.146 -0.1193
H 5.618 8.939 2.566 0.569 0.571 0.814 0.1320
C -5.172 -1.180 5.411 -1.692 -0.621 0.769 -0.1664
H 5.258 -4.340 -0.832 -0.662 -0.131 1.355 0.0813
C -7.983 -3.743 -8.025 0.262 -0.367 -0.191 -0.0417
H -0.453 4.328 4.378 0.778 0.490 0.146 0.1230
H 7.815 -3.426 -0.815 -0.264 0.191 0.111 0.0834
C -1.914 -1.319 -10.941 -0.878 -0.917 0.361 -0.1759
H 0.654 3.363 5.430 -0.100 -0.203 -0.139 0.1282
C 0.450 6.364 -5.806 -1.513 -0.211 -1.907 -0.4539
H 3.417 5.167 -5.367 0.560 0.458 -0.064 0.1156
H -2.386 9.935 -0.007 0.144 -0.678 -0.056 0.1169
C -2.531 -0.395 -8.856 -0.642 -0.291 -0.202 -0.0786
H -8.725 -0.657 -3.703 -0.354 0.400 -0.149 0.0823
C -1.712 12.996 3.502 -0.384 0.118 -1.355 -0.0317
H -0.033 -8.807 4.021 -0.252 -0.276 0.295 0.0718
C 2.778 6.031 -5.552 -0.069 -1.565 -1.120 -0.1682
C 6.981 -8.380 -1.848 -0.342 0.968 -0.239 -0.0279
O -0.603 6.701 -6.326 1.706 -0.778 0.815 0.0888
H 6.218 -3.110 6.444 0.283 -0.117 0.247 0.1097
H 7.621 -5.765 1.944 0.224 0.348 -0.290 0.1191
H -2.253 7.731 1.632 -0.408 0.084 -0.023 0.0796
H -4.132 -7.528 1.238 -0.042 0.236 0.079 0.0679
C -8.776 -0.512 -6.403 -0.852 -0.238 0.109 -0.1434
C 4.695 -1.616 6.499 0.574 0.255 -0.150 -0.5242
H 0.926 -10.127 3.404 0.506 0.508 -0.877 0.0770
H 1.187 -0.959 -1.300 -0.453 -0.167 0.607 0.0828
H -7.596 -4.524 -7.369 -0.324 0.026 0.351 0.0835
H 3.248 6.287 1.523 -0.263 0.536 -0.581 0.1271
H -0.910 2.580 7.796 0.603 0.219 0.176 0.1216
H -11.431 -3.812 -7.744 -0.121 0.443 -0.149 0.0835
C -1.917 1.386 -2.675 0.786 0.699 -0.404 -0.1583
H 9.545 -9.276 -1.480 -0.547 -0.215 -0.215 0.0739
H -1.748 -6.784 2.630 0.104 0.641 0.182 0.0695
C 8.013 -8.256 0.407 -1.074 1.724 0.366 -0.1283
C 0.658 12.168 3.740 0.349 -1.445 0.330 -0.0425
H -8.052 0.232 -6.070 0.076 -0.108 0.200 0.1238
H 6.637 -1.755 7.564 -0.247 -0.149 0.147 0.1186
H 6.058 2.862 5.446 0.102 -0.258 -0.078 0.0816
H -1.997 2.654 0.593 -0.050 -0.080 -0.077 0.0760
H -2.765 -2.507 -9.271 0.552 -0.098 -0.152 0.1132
H 0.688 0.436 -3.237 0.370 -0.140 0.258 0.1188
H 1.679 5.875 -7.487 0.174 -0.252 0.071 0.1189
H -8.854 0.201 -8.399 -0.024 0.112 -0.015 0.1127
C -0.373 -9.580 -0.630 1.567 -0.195 1.453 -0.2086
H -10.568 -1.519 -8.462 -0.219 0.108 0.539 0.1139
H 4.135 6.712 3.780 -0.479 -0.326 -0.332 0.1202
H -10.135 -4.189 -4.979 -0.067 -0.198 0.128 0.1042
C 5.533 2.203 6.138 -0.198 -0.379 1.022 -0.0409
C -1.720 8.352 2.352 0.145 0.478 -0.966 -0.0357
H 3.528 8.324 3.402 0.090 -0.010 0.063 0.1180
H -2.439 3.739 5.536 0.251 0.401 -0.475 0.1152
H 3.294 6.852 -6.049 0.197 -0.097 0.297 0.1178
H 3.357 0.658 7.542 -0.120 0.095 0.096 0.0990
H 10.347 -7.950 -0.904 -0.079 0.863 -0.041 0.0752
H -5.853 -3.868 4.448 0.467 -0.052 0.064 0.1333
C 3.958 -2.269 5.329 1.743 -0.687 -0.636 -0.0319
H -5.815 -3.099 2.865 0.335 -0.379 -0.025 0.1268
O -9.274 -4.151 -5.403 0.596 0.451 -0.033 -0.0112
H -4.025 9.775 3.204 0.621 -0.508 0.202 0.0751
O -0.733 -0.869 -10.291 -0.205 0.598 0.557 0.0074
H 4.085 -1.439 8.547 0.311 -0.302 0.320 0.0852
O 6.204 7.159 2.015 2.241 -1.109 0.177 0.0408
C -0.247 3.975 5.388 -0.988 0.373 -0.014 -0.0693
O 0.765 6.735 -4.564 -0.642 0.688 0.015 0.0277
H 3.831 7.980 0.930 -1.015 0.073 0.091 0.1346
H -2.289 -0.581 -11.650 0.050 0.332 0.128 0.1236
H 9.702 -7.936 -2.595 0.033 0.221 0.127 0.0765
H -4.211 9.604 1.486 0.448 -0.023 -0.283 0.0797
H 2.171 2.413 -0.203 0.514 -0.371 -0.616 0.0683
C -0.338 -8.904 1.893 2.684 -0.210 -0.002 -0.4581
O 0.392 6.143 6.322 -0.205 -0.812 0.708 0.1030
C 2.102 6.436 -4.259 0.864 -0.119 -0.580 -0.1719
H -0.907 11.836 -0.586 -0.417 0.264 -0.022 0.1101
H 4.521 -2.137 4.405 -0.337 0.502 -0.313 0.0613
C -6.220 -1.736 4.459 -0.669 -0.023 0.711 -0.1506
H -0.641 3.096 -2.916 -0.136 0.220 0.414 0.0993
H 0.941 3.372 -0.798 -0.842 -0.067 0.110 0.0708
C 6.800 -7.589 1.159 1.119 0.057 -0.513 -0.1529
C -1.511 3.254 5.837 0.023 -0.171 0.210 -0.1597
H 1.392 2.060 -2.827 0.439 -0.429 -0.442 0.1120
C -3.775 -8.164 0.428 0.269 1.251 1.199 -0.0428
H -6.646 -2.177 -6.323 0.212 0.176 0.241 0.0607
C -7.132 -2.067 -5.353 -0.657 -0.238 0.026 -0.0266
C 0.625 1.126 -1.114 -0.444 0.047 0.848 -0.4486
O -0.817 0.458 0.720 0.545 0.564 2.177 -0.0261
H -2.837 -0.740 -1.340 0.241 0.164 -0.189 0.0804
H -2.739 -0.556 -7.799 0.007 0.153 -0.140 0.1273
H 5.743 1.499 3.531 -0.116 0.356 0.470 0.0855
H -1.731 -8.714 -1.668 -0.935 1.106 -0.111 0.1104
H -10.314 -1.335 -4.312 -0.007 0.377 0.278 0.0851
H 9.122 -5.073 -2.028 0.226 -0.075 0.152 0.0988
C -1.357 11.698 0.397 1.447 0.447 2.743 -0.1503
H 0.888 2.385 0.753 -1.140 0.041 -0.174 0.0731
H 5.901 -5.781 1.504 0.129 0.706 0.362 0.1177
H -2.043 12.745 4.510 0.285 0.556 0.031 0.0865
C -8.639 -1.786 -5.536 0.742 -0.568 0.608 -0.5057
C 1.587 -0.053 -0.844 0.354 0.562 -0.933 -0.0474
C -1.642 -6.677 -0.025 -0.139 -0.679 0.390 -0.0102
H -2.177 12.373 0.642 -0.790 -0.513 -0.963 0.1020
```
Forces are in eV/Å.

Calculated values
E ... -4437.90766 Eh
LUMO energy ... 0.14 eV
Energy above the lowest of the compared OMol25 structures with the same formula, charge and spin ... 422.0 kJ/mol
Molecular weight ... 1373.99 g/mol


Entry 2:
Molecular formula: C4H5NO
Method: DFT, ωB97M-V/def2-TZVPD

XYZ file:
```
11
Properties=species:S:1:pos:R:3:forces:R:3:nbo_charge:R:1
C 0.447 0.967 0.490 0.171 0.196 -0.370 0.0265
H 0.085 1.908 0.874 0.221 -0.165 0.171 0.2097
C -1.643 -0.326 -0.071 -0.252 -0.152 0.054 -0.6363
H -2.027 -0.793 -0.975 0.269 -0.115 -0.110 0.2297
C 1.906 -0.385 -0.298 -0.072 -0.218 -0.131 0.3277
H 2.899 -0.739 -0.547 -0.162 0.115 0.139 0.1933
C -0.176 -0.085 -0.073 -0.126 0.339 0.112 0.0740
O 1.803 0.791 0.346 -0.150 0.016 -0.051 -0.4086
N 0.783 -0.959 -0.572 0.134 0.088 0.084 -0.4605
H -1.871 -0.981 0.769 -0.233 -0.079 -0.017 0.2247
H -2.207 0.602 0.057 0.200 -0.025 0.120 0.2198
```
Forces are in eV/Å.

Calculated values
E ... -285.40005 Eh
LUMO energy ... 1.06 eV
Energy above the lowest of the compared OMol25 structures with the same formula, charge and spin ... 38.2 kJ/mol
Molecular weight ... 83.09 g/mol


| no. | HOMO-LUMO gap (eV) |
| --- | --- |
| 1 | 8.10 |
| 2 | 10.30 |